# C15H12IMoN2O3

C15H12IMoN2O3 as an isolated structure in a non-equilibrium geometry (ωB97M-V/def2-TZVPD, OMol25).

Summary:
relative energy (zero: lowest compared OMol25 entry of this formula, charge and spin)	9.9	kcal per mole
<S²>	2.029
spin multiplicity	3
frontier orbital gap (alpha / beta)	6.44 / 6.70	eV
total charge	+1
HOMO level (alpha / beta)	-0.435 / -0.441	hartree
DFT total energy	-1279.67626	hartree
LUMO (alpha / beta)	-5.4 / -5.3	eV

CARTESIAN COORDINATES (ANGSTROEM)
Mo: -0.286 0.729 0.613
C: -1.093 4.722 -3.336
O: -0.668 3.698 -2.437
C: 0.644 3.524 -2.252
C: 1.671 4.206 -2.905
C: 2.998 3.922 -2.613
C: 3.339 2.969 -1.671
C: 2.337 2.272 -0.997
C: 2.658 1.322 0.034
N: 1.771 0.698 0.755
N: 2.284 -0.111 1.751
C: 1.325 -0.660 2.418
O: 0.069 -0.363 2.010
C: 1.538 -1.497 3.579
C: 2.830 -1.875 3.952
C: 3.015 -2.617 5.101
C: 1.923 -2.977 5.883
C: 0.637 -2.615 5.505
C: 0.438 -1.879 4.353
C: 1.000 2.553 -1.317
O: 0.048 1.846 -0.652
H: -2.173 4.761 -3.249
H: -0.672 5.689 -3.053
H: -0.818 4.479 -4.363
H: 1.436 4.957 -3.645
H: 3.776 4.461 -3.135
H: 4.377 2.762 -1.446
H: 3.701 1.131 0.264
H: 3.666 -1.580 3.333
H: 4.012 -2.915 5.398
H: 2.074 -3.542 6.793
H: -0.209 -2.904 6.114
H: -0.560 -1.593 4.046
I: -2.881 0.311 0.687

Force components x, y, z for each atom (eV/Å):
Mo -4.13 -1.07 0.75
C -0.03 0.09 -0.09
O -0.05 0.04 0.01
C -0.21 -0.23 0.10
C 0.05 -0.05 0.04
C -0.02 0.07 -0.09
C 0.11 -0.17 0.17
C -0.44 0.32 -0.37
C -0.19 -0.29 0.41
N 1.63 0.27 -0.33
N 0.19 -0.44 0.48
C 1.00 0.48 -0.36
O 0.61 -1.49 1.86
C -0.33 -0.20 0.26
C -0.04 0.08 -0.13
C 0.03 -0.02 0.05
C -0.05 0.02 -0.04
C 0.01 -0.04 0.09
C 0.07 0.05 -0.16
C 0.88 0.10 -0.05
O 0.71 2.50 -2.70
H 0.01 -0.02 0.00
H -0.01 -0.02 0.02
H 0.03 -0.02 0.02
H -0.01 -0.01 0.01
H 0.00 0.00 0.01
H -0.01 0.02 0.00
H 0.02 -0.02 0.03
H 0.03 -0.01 0.04
H 0.00 0.01 -0.01
H 0.01 -0.02 -0.02
H 0.00 0.00 -0.01
H 0.00 0.00 0.03
I 0.15 0.09 -0.06

The natural (NBO) scheme yields these atomic charges, measured in e: atom 1 (Mo): 1.531, atom 2 (C): -0.261, atom 3 (O): -0.465, atom 4 (C): 0.293, atom 5 (C): -0.238, atom 6 (C): -0.173, atom 7 (C): -0.155, atom 8 (C): -0.169, atom 9 (C): 0.196, atom 10 (N): -0.406, atom 11 (N): -0.330, atom 12 (C): 0.551, atom 13 (O): -0.632, atom 14 (C): -0.100, atom 15 (C): -0.163, atom 16 (C): -0.206, atom 17 (C): -0.149, atom 18 (C): -0.209, atom 19 (C): -0.171, atom 20 (C): 0.290, atom 21 (O): -0.548, atom 22 (H): 0.222, atom 23 (H): 0.189, atom 24 (H): 0.192, atom 25 (H): 0.246, atom 26 (H): 0.242, atom 27 (H): 0.235, atom 28 (H): 0.235, atom 29 (H): 0.236, atom 30 (H): 0.232, atom 31 (H): 0.230, atom 32 (H): 0.232, atom 33 (H): 0.232, atom 34 (I): -0.210

# C6H14N2

An isolated ion of composition C6H14N2 and charge +1 in a non-equilibrium geometry (ωB97M-V/def2-TZVPD, OMol25).

Summary:
relative energy (zero: lowest compared OMol25 entry of this formula, charge and spin)	47.9	kcal per mole
<S²>	0.756
spin multiplicity	2
frontier orbital gap (alpha / beta)	10.69 / 5.49	eV
total charge	+1
HOMO level (alpha / beta)	-0.503 / -0.498	hartree
DFT total energy	-346.14289	hartree
LUMO (alpha / beta)	-3.0 / -8.1	eV

CARTESIAN COORDINATES (ANGSTROEM)
C: 0.947 1.554 0.169
N: 0.290 1.375 -1.101
C: 0.377 -0.060 -1.569
C: -0.640 -1.095 -1.047
C: 0.099 -2.242 -0.348
C: -0.375 -2.635 0.813
C: 0.056 1.000 1.389
N: -1.029 1.915 1.631
H: 1.918 0.989 0.129
H: 1.278 2.538 0.462
H: 0.480 2.135 -1.752
H: 1.385 -0.423 -1.447
H: 0.185 0.030 -2.651
H: -1.178 -1.534 -1.930
H: -1.443 -0.621 -0.488
H: 1.081 -2.444 -0.808
H: 0.081 -3.427 1.412
H: -1.318 -2.260 1.190
H: 0.831 0.982 2.170
H: -0.177 -0.069 1.282
H: -1.932 1.521 1.401
H: -0.916 2.769 1.092

Force components x, y, z for each atom (eV/Å):
C -0.07 -0.98 -0.17
N 2.62 -1.46 1.70
C -1.50 1.39 -2.25
C -0.13 -0.87 -1.08
C -0.28 2.23 -0.24
C 0.34 -1.45 0.74
C 1.13 0.10 0.00
N 0.25 -0.65 -0.41
H -0.90 -0.16 0.19
H -0.49 0.74 -0.55
H -0.80 -0.15 -0.33
H 0.44 0.19 0.31
H 0.35 -0.03 0.33
H 0.58 0.51 0.52
H 0.15 -0.15 0.42
H -0.65 -0.62 0.47
H -0.01 0.28 -0.20
H -0.03 0.08 -0.03
H -0.36 0.41 0.16
H -0.48 0.53 -0.14
H -0.04 0.00 0.06
H -0.11 0.07 0.53

The natural (NBO) scheme yields these atomic charges, measured in e: atom 1 (C): -0.296, atom 2 (N): -0.212, atom 3 (C): -0.259, atom 4 (C): -0.461, atom 5 (C): -0.196, atom 6 (C): -0.365, atom 7 (C): -0.213, atom 8 (N): -0.742, atom 9 (H): 0.274, atom 10 (H): 0.243, atom 11 (H): 0.424, atom 12 (H): 0.234, atom 13 (H): 0.240, atom 14 (H): 0.250, atom 15 (H): 0.226, atom 16 (H): 0.214, atom 17 (H): 0.225, atom 18 (H): 0.199, atom 19 (H): 0.229, atom 20 (H): 0.237, atom 21 (H): 0.381, atom 22 (H): 0.369

# C6H9F

A single C6H9F molecule in a non-equilibrium geometry (ωB97M-V/def2-TZVPD, OMol25).

Summary:
relative energy (zero: lowest compared OMol25 entry of this formula, charge and spin)	8.4	kcal per mole
structure (SMILES)	C/C=C\C(F)=C/C
spin multiplicity	1
frontier orbital gap	9.98	eV
HOMO level	-0.327	hartree
DFT total energy	-333.84290	hartree
LUMO	1.1	eV

CARTESIAN COORDINATES (ANGSTROEM)
C: -2.109 0.099 -0.674
C: -1.547 -0.823 0.362
C: -0.254 -1.041 0.639
C: 0.894 -0.366 0.008
F: 1.826 -1.252 -0.404
C: 1.135 0.941 -0.139
C: 0.273 2.055 0.354
H: -2.572 0.997 -0.206
H: -2.865 -0.401 -1.249
H: -1.319 0.475 -1.343
H: -2.281 -1.434 0.930
H: 0.000 -1.820 1.387
H: 2.100 1.205 -0.654
H: 0.874 2.813 0.893
H: -0.240 2.578 -0.466
H: -0.487 1.662 1.044

Force components x, y, z for each atom (eV/Å):
C 0.61 0.94 0.40
C -0.01 -0.57 0.44
C -0.23 -0.30 0.32
C -0.44 0.83 0.28
F 0.27 -0.20 -0.16
C 1.10 -0.34 -0.61
C -0.12 0.17 0.36
H 0.16 -0.56 -0.22
H -0.40 -0.22 -0.31
H -0.29 -0.22 0.17
H 0.50 0.51 -0.40
H -0.11 0.55 -0.56
H -1.04 -0.30 0.57
H -0.25 -0.39 -0.26
H 0.10 -0.12 0.15
H 0.17 0.22 -0.18

The natural (NBO) scheme yields these atomic charges, measured in e: atom 1 (C): -0.665, atom 2 (C): -0.131, atom 3 (C): -0.289, atom 4 (C): 0.358, atom 5 (F): -0.338, atom 6 (C): -0.261, atom 7 (C): -0.646, atom 8 (H): 0.223, atom 9 (H): 0.224, atom 10 (H): 0.224, atom 11 (H): 0.203, atom 12 (H): 0.222, atom 13 (H): 0.218, atom 14 (H): 0.222, atom 15 (H): 0.216, atom 16 (H): 0.221

# C2H14O4S

A 5-piece molecular cluster, C2H14O4S overall in a non-equilibrium geometry (ωB97M-V/def2-TZVPD, OMol25).

Summary:
relative energy (zero: lowest compared OMol25 entry of this formula, charge and spin)	43.8	kcal per mole
structure (SMILES)	CCS.O.O.O.O
spin multiplicity	1
frontier orbital gap	9.75	eV
HOMO level	-0.346	hartree
DFT total energy	-783.68354	hartree
LUMO	0.3	eV

CARTESIAN COORDINATES (ANGSTROEM)
C: -1.342 -2.785 -1.431
C: -0.852 -2.060 -2.602
S: 0.223 -0.655 -2.281
H: -1.821 -3.651 -1.735
H: -0.443 -3.164 -0.853
H: -1.893 -2.150 -0.704
H: -1.710 -1.602 -3.140
H: -0.544 -2.822 -3.448
H: 0.027 -0.222 -1.027
O: -1.643 1.758 -0.240
H: -1.273 1.052 -0.768
H: -1.493 1.353 0.623
O: 1.989 2.070 3.444
H: 2.621 2.704 3.839
H: 2.456 2.081 2.438
O: -0.535 0.499 2.426
H: -0.071 1.134 3.061
H: 0.128 -0.153 2.352
O: 2.260 2.117 0.399
H: 2.062 2.941 -0.135
H: 1.855 1.555 -0.219

Force components x, y, z for each atom (eV/Å):
C 2.27 0.48 3.00
C -1.58 0.01 -2.98
S 1.52 0.43 -0.99
H -1.56 -1.52 -0.34
H -0.87 0.36 -0.44
H -0.03 -0.51 -0.66
H 0.21 -0.19 0.46
H 0.65 1.70 1.84
H -0.49 -0.87 0.17
O 0.17 -0.30 0.32
H -0.11 0.01 -0.92
H -0.11 0.41 0.68
O 2.82 0.69 -3.96
H -0.68 -0.42 0.31
H -2.37 -0.35 3.53
O -0.06 2.36 1.45
H -0.97 -0.85 -1.26
H 1.09 -1.44 -0.32
O 0.28 2.86 -0.43
H 0.63 -0.63 1.47
H -0.82 -2.22 -0.92

The natural (NBO) scheme yields these atomic charges, measured in e: atom 1 (C): -0.617, atom 2 (C): -0.532, atom 3 (S): -0.048, atom 4 (H): 0.220, atom 5 (H): 0.204, atom 6 (H): 0.217, atom 7 (H): 0.212, atom 8 (H): 0.241, atom 9 (H): 0.105, atom 10 (O): -0.941, atom 11 (H): 0.448, atom 12 (H): 0.487, atom 13 (O): -0.982, atom 14 (H): 0.470, atom 15 (H): 0.504, atom 16 (O): -0.966, atom 17 (H): 0.503, atom 18 (H): 0.466, atom 19 (O): -0.941, atom 20 (H): 0.480, atom 21 (H): 0.470

> What is the spin multiplicity in the fourth record?

1

> What is the formula in the first record?

C15H12IMoN2O3

> Number 3 is which compound?

C6H9F

> DFT total energy of number 1 (C15H12IMoN2O3)?

-1279.67626 hartree